DFT (the ωB97M-V functional and the def2-TZVPD basis) results for a gas-phase ion, C3H7OS2 (charge -1) in a non-equilibrium geometry.

F_max	3.642	eV/Å
HOMO level	-2.999	eV
Kohn-Sham gap	4.4	eV
SMILES string	[O-]CCCSS
LUMO	1.40	eV
relative energy (zero: lowest compared OMol25 entry of this formula, charge and spin)	340.71	kJ/mol

Geometry as ORCA input:
```
! wB97M-V def2-TZVPD RIJCOSX def2/J DEFGRID3
* xyz -1 1
O 1.750 -1.448 -0.285
C 2.044 -0.249 0.311
C 0.725 0.495 0.701
C -0.528 -0.100 0.067
S -1.994 0.930 0.229
S -3.489 -0.028 -1.141
H 2.674 -0.252 1.248
H 2.484 0.400 -0.465
H 0.565 0.774 1.759
H 0.780 1.526 0.299
H -0.371 -0.158 -1.025
H -0.574 -1.164 0.402
H -4.067 -0.725 -2.100
*
```